This record from the OMol25 dataset describes one molecule with the formula C7H11NO in a non-equilibrium geometry. The level of theory is ωB97M-V/def2-TZVPD.

XYZ file:
```
20
Properties=species:S:1:pos:R:3:forces:R:3
C -0.78839 -0.39539 -1.67584 -0.4 0.2 1.3
C 0.47751 -0.42652 -0.91029 1.2 -1.8 0.3
C 1.50250 -1.40300 -1.48590 -5.7 -1.4 -2.2
C 0.79447 0.31021 0.15519 -1.9 2.7 1.1
C 2.12330 0.39423 0.64600 0.9 -0.8 2.1
N 3.05608 0.38082 1.34392 -0.8 0.4 -1.3
C -0.24310 1.46831 1.05868 2.7 -2.5 -1.3
C 0.40552 2.86228 0.85771 -0.6 0.5 -1.9
O -1.54593 1.24148 0.59922 0.9 -1.1 1.8
H -1.23981 -1.34760 -1.98025 0.4 0.2 0.2
H -1.41403 0.21118 -1.05900 -1.2 -0.3 0.0
H -0.59478 0.22761 -2.50272 0.2 0.5 -1.6
H 2.43657 -1.21836 -1.25031 4.6 0.4 1.7
H 1.41266 -1.13537 -2.54267 0.3 -0.5 -0.4
H 1.16232 -2.52684 -1.43514 0.7 2.2 0.3
H -0.14679 1.11843 2.12927 -0.2 0.4 -1.2
H 1.09808 3.08076 1.66446 0.0 0.1 -0.1
H 0.93243 3.01869 -0.15187 -0.4 -0.9 1.5
H -0.34872 3.67231 0.74464 0.1 -0.5 0.8
H -1.83747 2.00233 0.17398 -1.0 2.2 -1.2
```
Positions in Å, forces in eV/Å.

Frontier orbital gap: 0.3654 Eh
2S+1: 1
HOMO: -9.30 eV
Relative energy (zero: lowest compared OMol25 entry of this formula, charge and spin): 68.0 kcal per mole
SMILES: CC(C)=C(C#N)[C@@H](C)O